C5H10S2 | ωB97M-V/def2-TZVPD

Summary:
Kohn-Sham gap: 0.33976 Ha
E_tot: -27014.659 eV

Each line ends with the Löwdin charge.
Atoms and positions in Å:
C -1.812 -0.341 -0.958  0.016
C -0.489 -1.073 -1.258  -0.227
C -0.372 0.909 -0.135  -0.590
C 0.349 -0.442 -0.093  -0.882
C 0.303 -1.259 1.165  -0.146
S -0.288 2.254 1.069  0.706
S 2.153 -0.227 -0.554  0.760
H -2.439 0.206 -1.730  0.089
H -2.349 -0.567 -0.023  0.066
H -0.581 -2.096 -0.943  0.094
H -0.129 -0.965 -2.245  0.092
H 0.020 1.382 -1.039  0.042
H -0.729 -1.640 1.296  0.084
H 0.660 -0.581 2.017  0.092
H 1.099 -2.125 1.288  0.114
H -1.217 1.678 1.878  -0.136
H 2.571 -0.625 0.617  -0.173

=====

C5H10S2 | ωB97M-V/def2-TZVPD

Summary:
Kohn-Sham gap (spin up / spin down): 0.28096 / 0.28978 Ha
E_tot: -27013.736 eV

Each line ends with the Löwdin charge.
Atoms and positions in Å:
C -0.503 -1.721 -0.017  -0.614
C 0.219 -0.476 -0.474  -0.168
C -1.813 0.326 0.444  -0.872
C 1.895 1.358 -0.072  -0.124
C 1.458 -0.090 0.220  -0.267
S -2.220 -1.392 0.002  0.765
S -2.874 1.503 -0.255  0.650
H -0.328 -2.682 -0.678  0.101
H -0.140 -2.211 0.924  0.083
H 0.086 -0.290 -1.569  0.134
H -1.720 0.479 1.480  -0.007
H 1.222 2.195 0.209  0.087
H 1.944 1.586 -1.110  0.060
H 2.832 1.488 0.348  0.041
H 1.537 -0.203 1.320  0.123
H 2.367 -0.595 -0.286  0.145
H -3.964 0.726 -0.487  -0.138

=====

C5H10S2 | ωB97M-V/def2-TZVPD

Summary:
Kohn-Sham gap (spin up / spin down): 0.30961 / 0.27131 Ha
E_tot: -27012.578 eV

Each line ends with the Löwdin charge.
Atoms and positions in Å:
C -0.841 2.096 -0.786  -0.123
C -0.735 1.500 0.352  -0.044
C 0.540 -1.544 1.223  -0.133
C -0.871 -1.144 -0.883  -0.179
C 0.396 -0.819 -0.085  -0.788
S 2.772 0.652 0.378  0.399
S 1.680 -0.273 -1.082  0.519
H -1.063 3.214 -0.672  0.083
H -0.748 1.563 -1.754  0.042
H -1.135 1.728 1.270  0.014
H 0.310 -0.788 1.913  0.051
H -0.247 -2.247 1.321  0.064
H 1.564 -1.926 1.438  0.087
H -1.667 -0.900 -0.145  0.077
H -0.892 -2.209 -1.157  0.070
H -0.988 -0.494 -1.900  0.106
H 1.925 1.590 0.568  -0.246

=====

C5H10Si | ωB97M-V/def2-TZVPD

Summary:
Kohn-Sham gap (spin up / spin down): 0.30579 / 0.31493 Ha
E_tot: -13218.567 eV

Each line ends with the Löwdin charge.
Atoms and positions in Å:
C -1.144 -0.083 -0.390  -0.256
C 1.342 -1.256 -2.503  0.159
C -0.176 0.800 -0.653  -0.196
C 0.753 1.082 0.523  -0.260
C -0.061 0.740 1.762  -0.313
Si -0.981 -0.825 1.253  0.627
H -1.787 -0.331 -1.276  0.071
H 1.670 -0.973 -3.584  -0.041
H -0.202 1.322 -1.532  0.068
H 0.680 -2.144 -2.583  -0.068
H 1.724 0.525 0.459  0.124
H 1.012 2.098 0.524  0.078
H 0.510 0.727 2.630  0.040
H -0.909 1.421 1.864  0.081
H -2.010 -0.903 2.273  -0.061
H -0.420 -2.200 1.234  -0.053